Entry from OMol25: a molecular structure, C57H52AsN5O3SW (ωB97M-V/def2-TZVPD).

```
120
Properties=species:S:1:pos:R:3:mulliken_charge:R:1
H 1.00700 -1.82304 -5.78838 0.477
C 4.49663 4.81548 3.06461 -0.838
C -4.06687 1.25579 -3.01614 -0.674
H -4.27034 0.42275 -3.68124 0.181
C -3.06208 1.24508 2.68016 -0.516
H -3.33324 1.76380 3.60315 0.331
C 1.56924 -0.26711 -1.25814 0.541
C -0.57429 -6.24806 2.08005 -1.120
W -1.04810 -0.17116 0.58227 1.469
S -1.52153 2.18068 0.05470 -0.665
H 4.17254 0.63895 3.61036 0.416
C -4.32682 -4.21437 -3.20981 -0.662
H -5.24782 -0.82517 -0.78219 0.450
C -5.25066 -0.02502 -0.05266 -0.561
H -3.92920 -4.91745 -1.21952 0.495
H 5.72351 1.83505 -1.23793 0.455
C 3.23316 0.50738 3.08729 0.630
H -7.18121 2.51852 1.10170 0.404
H -1.20503 -3.34825 4.72229 0.216
C 6.36676 2.28249 3.18438 -1.529
H -0.88307 -0.89870 5.43589 0.551
H 3.74377 5.44150 2.58457 0.431
C -5.23583 2.01191 1.83421 -0.664
C 3.83941 0.81970 -1.29241 0.203
C -6.32771 0.82237 0.07387 -0.638
C -3.58360 3.36333 -1.28669 -0.893
N 0.52129 -0.27945 -0.55923 0.485
C 0.66051 -0.98663 -5.19407 -0.880
C -4.59655 3.45194 -2.22491 -0.907
C 2.69565 3.34609 -1.28429 -1.197
H 4.29020 -0.16378 -1.27727 0.608
H 4.70870 4.09441 -1.24347 0.460
C -3.44145 -2.04520 -3.74860 -0.545
C -4.84587 2.39656 -3.09649 -0.798
H -0.48686 -6.66494 -0.03000 0.456
H 0.70763 2.20335 1.64536 0.200
O -3.05401 -0.62237 0.57388 -0.221
C -0.21759 1.14600 -3.65076 -0.624
C 2.71768 -0.76450 2.89697 -1.829
N 0.79620 0.14788 1.83493 1.074
C -3.04949 1.16197 -2.07459 -0.677
H -5.20413 4.34737 -2.27169 0.364
H 0.81312 2.31745 -1.30688 0.003
O 2.01599 3.82706 3.14841 -0.674
C 2.45040 0.94630 -1.32849 0.522
C -1.07421 -2.93145 3.71057 -1.036
C 1.99265 -1.51226 -1.97060 0.339
C -2.79303 2.21415 -1.19170 1.753
C 2.59465 -3.86999 -3.32723 -0.832
C 2.79306 -1.48229 -3.10935 -0.101
C -2.93268 -1.92796 -2.45675 0.649
C -0.72135 -5.24356 3.00983 -0.755
H -4.54151 -3.26401 -5.12442 0.396
H -0.48166 -7.28082 2.38657 0.412
H -0.18691 0.84314 3.85778 -0.286
H 1.84826 0.45800 -6.24373 0.411
C 1.50102 -0.90854 2.25832 -0.201
H 5.46422 5.04432 2.61557 0.471
C -0.57341 -5.89472 0.72836 -1.318
H 1.39257 -4.84618 -1.83525 0.426
C -4.10341 0.16591 0.73273 0.263
C -3.80444 -4.10911 -1.92892 -0.903
H -2.70012 -2.88187 -0.55350 0.415
N -1.90624 0.69174 2.62192 -0.004
C 4.07745 3.21384 -1.26202 -0.585
H 4.85717 1.72280 1.73312 0.349
H -1.67344 1.39661 4.59966 0.677
C -1.24656 0.63684 3.94048 -0.560
C 1.48013 -2.73067 -1.52797 0.537
H -0.56627 1.98180 -3.05560 0.361
C 5.27603 2.62167 2.17881 -0.375
C 4.52171 5.09271 4.56010 -1.160
H -5.64451 2.46019 -3.82407 0.417
H -0.75741 -5.48893 4.06673 0.406
H -3.27745 -1.25753 -4.47517 0.370
H 4.74785 6.14388 4.74376 0.410
H 6.84380 3.18591 3.56720 0.379
C 1.78715 -3.90431 -2.19620 -0.639
C 1.30527 1.37121 1.99544 -1.479
H -7.18915 0.68103 -0.56762 0.445
C 4.64622 1.94785 -1.26358 -1.243
H 3.15804 -0.53784 -3.49134 0.613
O -0.90108 -2.31174 0.80216 0.448
C 2.52668 1.60212 2.61502 1.159
C -3.10994 -2.96857 -1.54934 -0.802
N -1.14954 -1.69187 3.48180 0.515
H 5.70634 3.19113 1.35090 0.362
H 3.54947 4.87164 4.99762 0.300
H -2.53424 -0.84855 4.78856 0.367
H 2.24106 4.32885 -1.27393 0.455
H 3.70400 -2.62325 -4.67629 0.450
H -0.59352 -2.20863 -3.96094 0.438
H -0.71911 -4.31832 -0.71199 0.969
C 1.88846 2.21934 -1.31543 0.315
C -4.14399 -3.18203 -4.12070 -0.985
C 3.09044 -2.65742 -3.78470 -1.177
C -0.80997 -3.51797 1.27451 0.320
H 3.24453 -1.64197 3.24447 0.549
H 5.27870 4.48669 5.06013 0.272
H 1.05789 -1.87704 2.07926 0.220
C 2.90014 3.04035 2.84091 -0.416
H -3.39924 4.17817 -0.59719 0.459
C 1.13671 0.29178 -5.44477 -0.778
N 4.20004 3.41654 2.75187 0.436
C 0.70309 1.35766 -4.66691 -0.665
C -4.11443 1.18338 1.69882 0.585
H 0.82327 -2.73019 -0.66813 -0.116
H 2.83198 -4.78599 -3.85327 0.424
H 5.96567 1.73377 4.03816 0.327
C -0.70217 -0.13521 -3.39972 -0.215
C -6.32791 1.86014 1.01218 -0.973
H -5.22651 2.78089 2.59913 0.431
C -0.84003 -3.89495 2.64881 0.779
C -0.69336 -4.58065 0.33937 -0.328
As -1.90695 -0.38350 -1.89838 3.176
C -1.47439 -0.75408 4.52304 -1.294
H 7.13757 1.67183 2.71253 0.418
H 1.07746 2.35645 -4.85330 0.429
C -0.24639 -1.20282 -4.16588 -0.583
H -4.87026 -5.10356 -3.50348 0.394
```

## Properties
- Energy: -147047.607 eV
- Kohn-Sham gap (alpha / beta): 6.1 / 6.1 eV
- Energy relative to the best compared isomer or geometry (same formula, charge and spin): 12.3 kcal/mol
- Spin multiplicity: 1
- HOMO energy (alpha / beta): -0.23210 / -0.23282 hartree